Here is C38H48AsCl2O2PPtS3Se2 as an isolated structure from the OMol25 dataset. Energies are from ωB97M-V/def2-TZVPD.

```
98
Properties=species:S:1:pos:R:3:forces:R:3
Pt -1.8706 -1.1887 -0.3936 -0.46 -0.34 -1.31
O -3.5775 2.3469 2.9824 0.01 0.01 0.00
C -2.7084 2.4635 1.8849 -0.03 -0.02 0.00
C -3.3371 3.1268 0.6419 0.02 0.00 -0.01
C -3.1959 4.6504 0.7661 -0.02 -0.01 -0.02
O -3.7784 5.0101 2.0072 0.00 0.01 0.01
C -2.5685 2.6965 -0.6015 0.08 0.02 -0.01
Se -3.0540 0.8674 -1.1893 0.07 -0.07 -0.06
C -4.8150 2.7921 0.4796 0.03 -0.02 0.03
Se -5.0522 0.9072 0.0456 -0.07 -0.07 0.06
H -3.7722 3.2397 3.2970 0.00 0.00 -0.01
H -2.3909 1.4510 1.6345 -0.03 -0.01 0.00
H -1.8066 3.0288 2.1439 -0.04 0.00 0.03
H -3.6992 5.1497 -0.0690 0.00 0.00 0.00
H -2.1327 4.9173 0.7395 0.00 0.00 0.00
H -3.7457 5.9652 2.1241 -0.01 0.00 0.00
H -1.4909 2.7183 -0.4575 -0.19 0.05 -0.05
H -2.8282 3.2993 -1.4722 -0.03 -0.01 -0.01
H -5.2771 3.3972 -0.2976 0.00 -0.01 -0.01
H -5.3477 2.9228 1.4196 -0.02 0.03 -0.02
C -3.9852 -3.1070 -3.2598 -0.01 -0.06 0.02
C -4.8588 -3.0060 -2.0193 0.18 0.08 -0.19
S -4.1316 -2.3666 -0.4720 -0.02 0.12 0.41
C -3.7369 -3.8245 0.5181 0.13 -0.06 0.05
C -2.4107 -4.4855 0.2061 0.02 -0.03 -0.07
S -0.9948 -3.3440 -0.0744 -0.04 0.06 -0.02
C -0.4338 -3.9506 -1.7050 0.02 -0.02 0.03
C -1.2203 -3.4945 -2.9240 0.00 -0.06 0.05
S -2.7467 -4.4292 -3.2304 -0.01 0.09 -0.02
H -3.4968 -2.1597 -3.4914 0.01 0.00 0.03
H -4.6430 -3.3317 -4.1009 -0.02 0.02 0.01
H -5.2784 -3.9791 -1.7643 -0.01 0.01 0.06
H -5.6944 -2.3310 -2.2117 0.01 0.02 0.01
H -4.5388 -4.5543 0.4000 -0.04 0.05 -0.06
H -3.7804 -3.4709 1.5457 0.02 0.04 0.00
H -2.4840 -5.0680 -0.7079 -0.04 -0.03 0.04
H -2.1113 -5.1398 1.0250 0.01 0.03 0.02
H -0.4185 -5.0370 -1.6017 0.02 -0.01 -0.02
H 0.6064 -3.6357 -1.7874 -0.03 0.06 0.04
H -0.5757 -3.5793 -3.8000 -0.01 -0.07 0.01
H -1.4895 -2.4468 -2.8210 0.03 0.00 -0.03
C 1.5494 -1.1829 -0.1098 -0.02 0.07 -0.01
C 2.8924 -0.4781 -0.2605 0.01 0.00 -0.03
As 4.2027 -1.2830 0.9993 0.02 -0.03 -0.01
C 3.2667 -0.7106 2.6173 0.00 0.01 0.01
C 2.9639 -1.6643 3.5843 0.02 0.01 0.03
C 2.3288 -1.2958 4.7660 0.15 0.05 0.05
C 1.9867 0.0295 4.9828 0.10 0.00 0.03
C 2.2775 0.9880 4.0179 0.01 -0.01 0.02
C 2.9165 0.6206 2.8435 -0.01 0.00 0.01
C 5.5215 0.1473 0.8960 0.01 0.00 0.02
C 5.8826 0.6993 -0.3298 0.00 -0.01 0.00
C 6.8781 1.6646 -0.4002 0.00 0.00 0.00
C 7.5266 2.0791 0.7534 0.00 0.00 0.00
C 7.1808 1.5229 1.9769 0.00 0.00 0.00
C 6.1848 0.5601 2.0486 -0.01 0.00 0.00
P 0.1778 -0.4390 -1.0636 0.24 0.24 0.62
C 0.4735 -0.7304 -2.8174 -0.08 -0.06 -0.02
C 1.5109 -1.5570 -3.2452 0.00 0.04 0.00
C 1.6863 -1.8133 -4.5984 0.00 0.00 -0.01
C 0.8284 -1.2503 -5.5311 0.01 -0.01 0.00
C -0.2106 -0.4274 -5.1122 -0.02 0.01 0.01
C -0.3906 -0.1734 -3.7633 0.02 0.03 -0.03
C 0.4184 1.3235 -0.7454 0.10 -0.05 -0.06
C 0.8037 2.2226 -1.7352 -0.01 -0.01 0.00
C 1.0677 3.5458 -1.4011 -0.01 0.00 -0.01
C 0.9725 3.9627 -0.0816 0.01 0.00 0.02
C 0.6041 3.0599 0.9109 0.10 -0.01 0.01
C 0.3173 1.7461 0.5818 0.14 -0.05 0.00
H 1.2129 -1.1233 0.9301 0.00 -0.01 -0.02
H 1.6264 -2.2490 -0.3363 -0.03 -0.03 -0.02
H 2.8080 0.5845 -0.0351 0.00 -0.01 0.00
H 3.2938 -0.5692 -1.2686 -0.02 -0.01 -0.05
H 3.2451 -2.6994 3.4262 0.00 0.00 0.00
H 2.1166 -2.0423 5.5202 -0.01 0.00 0.00
H 1.5079 0.3212 5.9086 -0.01 0.00 0.00
H 2.0319 2.0275 4.1982 0.00 0.00 0.00
H 3.1785 1.3809 2.1151 0.01 0.00 0.01
H 5.4018 0.3770 -1.2463 0.00 0.00 0.00
H 7.1525 2.0862 -1.3584 0.00 0.00 0.00
H 8.3056 2.8277 0.6987 0.00 0.00 0.00
H 7.6903 1.8359 2.8787 0.00 0.00 0.00
H 5.9242 0.1351 3.0109 0.00 0.00 0.00
H 2.1886 -2.0105 -2.5347 0.03 0.02 0.01
H 2.4974 -2.4520 -4.9216 0.00 0.00 0.00
H 0.9682 -1.4507 -6.5849 0.00 0.00 0.00
H -0.8796 0.0156 -5.8379 0.00 0.00 0.00
H -1.2115 0.4622 -3.4522 -0.02 0.02 0.03
H 0.9164 1.8979 -2.7614 0.00 0.01 0.01
H 1.3682 4.2436 -2.1712 0.00 0.00 0.00
H 1.1993 4.9886 0.1776 0.00 0.00 0.00
H 0.5478 3.3781 1.9441 0.01 0.01 0.00
H 0.0227 1.0498 1.3591 0.01 -0.05 0.04
Cl -3.1331 -0.9596 2.2440 0.04 -0.05 0.49
C -2.0445 -1.4930 3.5663 -0.20 0.06 -0.04
Cl -0.3466 -1.4021 3.1311 -0.20 -0.04 -0.13
H -2.2942 -2.5196 3.8076 0.00 0.01 0.01
H -2.2408 -0.8280 4.3992 0.05 0.00 0.01
```
Positions in Å, forces in eV/Å.

Values from the calculation:
Total energy ... -11241.102183 Eh
Net charge ... +2
Orbital gap ... 6.22 eV

Atomic partial charges in e from the Löwdin method, atoms 1 to 5: atom 1 (Pt): 0.30, atom 2 (O): -0.05, atom 3 (C): -0.25, atom 4 (C): -0.55, atom 5 (C): -0.19